{"formula": "C3H2ClNS", "method": "ωB97M-V/def2-TZVPD", "energy_ev": -27989.2505, "homo_energy_ha": -0.3593, "charge": 0, "smiles": "N#C[C@H](Cl)C=S", "fmax_ev_per_a": 2.6, "orbital_gap_ev": 8.536, "elements": ["Cl", "H", "C", "H", "N", "C", "C", "S"], "positions_angstrom": [[0.1296, 0.5615, -2.0506], [-0.7505, -0.5165, 1.2928], [0.3323, 0.0220, -0.3896], [1.2996, -0.4291, -0.1228], [0.4628, 2.2811, 0.9746], [-0.6676, -0.9257, 0.2927], [0.3863, 1.3185, 0.3197], [-1.1925, -2.3117, -0.3168]], "lowdin_charge": [0.671, 0.062, -0.771, 0.125, 0.163, -0.678, -0.320, 0.748]}



{"formula": "C3H2CoFO2", "method": "ωB97M-V/def2-TZVPD", "s2": 8.760, "energy_ev": -47567.9624, "homo_energy_ha": [-0.4495, -0.6250], "charge": 1, "fmax_ev_per_a": 4.5, "spin_multiplicity": 6, "orbital_gap_ev": [7.423, 10.033], "elements": ["O", "F", "C", "C", "H", "O", "Co", "C", "H"], "positions_angstrom": [[-0.4793, -0.1870, 1.1471], [1.4100, -1.5789, 0.2375], [1.1341, -0.2082, 0.2477], [0.6280, 0.3379, -0.9390], [0.9251, 1.3613, -1.1782], [-0.7846, 0.1928, -0.9545], [-3.3707, -0.2718, 0.3386], [-1.3495, 0.0526, 0.2477], [1.8869, 0.3013, 0.8532]], "lowdin_charge": [0.037, 0.076, -0.029, 0.086, 0.162, -0.023, 0.906, -0.389, 0.175]}



{"formula": "C3H2DyFO2", "method": "ωB97M-V/def2-TZVPD", "s2": 12.895, "energy_ev": -33999.6186, "homo_energy_ha": [-0.7526, -0.8908], "charge": 3, "fmax_ev_per_a": 6.5, "spin_multiplicity": 7, "orbital_gap_ev": [4.723, 7.631], "elements": ["F", "C", "O", "C", "Dy", "O", "H", "H", "C"], "positions_angstrom": [[-0.6616, 0.9739, -1.3850], [0.1505, -1.4208, -0.5798], [-0.6478, 1.7446, 0.6482], [0.3425, -0.3662, 0.2494], [-1.5679, 4.1009, 0.8236], [0.7317, -2.5212, -0.8091], [1.3472, -2.8408, -0.1207], [0.6652, -0.4922, 1.2862], [-0.3599, 0.8219, -0.1129]], "lowdin_charge": [0.224, 0.276, -0.022, 0.185, 1.935, 0.353, 0.244, 0.206, -0.401]}



{"formula": "C3H2DyO4", "method": "ωB97M-V/def2-TZVPD", "s2": 9.519, "energy_ev": -35379.0489, "homo_energy_ha": [-0.8857, -0.9159], "charge": 3, "fmax_ev_per_a": 5.5, "spin_multiplicity": 6, "orbital_gap_ev": [5.562, 11.124], "elements": ["C", "C", "H", "O", "H", "O", "O", "C", "O", "Dy"], "positions_angstrom": [[1.2653, -0.2107, -0.2291], [-2.2970, 0.0601, -0.4456], [-0.8064, 0.8832, 0.8211], [1.5350, 0.0132, 0.9712], [-1.6257, -0.9646, 0.7633], [-3.2186, 0.6081, -0.7923], [-0.0283, -0.4234, -0.6186], [-1.0015, -0.0448, 0.2550], [2.1131, -0.1344, -1.1386], [4.0642, 0.2134, 0.4137]], "lowdin_charge": [-0.651, 0.160, 0.206, 0.146, 0.257, 0.492, 0.144, -0.040, 0.068, 2.218]}



{"formula": "C3H2ErFLiO2", "method": "ωB97M-V/def2-TZVPD", "s2": 3.759, "energy_ev": -37742.6554, "homo_energy_ha": [-0.8713, -0.8084], "charge": 3, "fmax_ev_per_a": 5.8, "spin_multiplicity": 4, "orbital_gap_ev": [9.418, 5.441], "elements": ["C", "H", "Er", "O", "C", "F", "C", "O", "Li", "H"], "positions_angstrom": [[1.6658, 0.4560, -0.6694], [2.0309, 1.8881, -2.1946], [0.4546, 2.2409, 2.0674], [-0.8898, -0.7750, -1.0078], [-0.0896, -0.0714, -0.3708], [1.9799, 1.2262, 0.4158], [1.3275, 1.1401, -1.8194], [-0.4055, 1.1961, -0.2433], [-2.4141, 0.4544, 0.0238], [1.1024, 0.4861, -2.6680]], "lowdin_charge": [0.081, 0.164, 1.855, 0.144, -0.401, -0.031, 0.304, -0.187, 0.903, 0.168]}



{"formula": "C3H2ErLi2O3", "method": "ωB97M-V/def2-TZVPD", "s2": 3.770, "energy_ev": -37282.8506, "homo_energy_ha": [-0.6580, -0.6447], "charge": 3, "fmax_ev_per_a": 9.1, "spin_multiplicity": 4, "orbital_gap_ev": [5.649, 4.977], "elements": ["C", "H", "O", "Er", "Li", "Li", "O", "C", "O", "H", "C"], "positions_angstrom": [[0.0636, 0.4105, -0.0197], [0.0031, -1.6600, -0.7907], [-1.2491, 0.4541, 0.1185], [-3.0860, -0.6981, 2.6212], [2.0502, -0.0234, -3.0912], [3.0864, -1.0709, -0.3792], [-1.9260, 1.6324, 2.2378], [0.6154, -0.7606, -0.8581], [1.6833, -0.6803, -1.4643], [0.7029, 1.1602, 0.4511], [-1.9439, 1.2359, 1.1746]], "lowdin_charge": [-0.117, 0.125, -0.060, 1.826, 0.891, 0.883, 0.141, -0.278, -0.306, 0.130, -0.235]}



{"formula": "C3H2EuFO2", "method": "ωB97M-V/def2-TZVPD", "s2": 20.015, "energy_ev": -29263.4536, "homo_energy_ha": [-0.5668, -0.6129], "charge": 2, "fmax_ev_per_a": 2.6, "spin_multiplicity": 9, "orbital_gap_ev": [5.446, 6.943], "elements": ["O", "O", "H", "C", "F", "C", "H", "C", "Eu"], "positions_angstrom": [[-1.4979, -0.8228, 0.2415], [0.9897, 2.2821, 0.2500], [1.7437, -0.7560, 0.1940], [-0.4386, -0.6871, -0.3664], [-0.3521, -1.2584, -1.5473], [0.7333, 1.1265, -0.2228], [1.6754, 2.3102, 0.9433], [0.8424, -0.1419, 0.2260], [-3.6960, -2.0525, 0.2816]], "lowdin_charge": [-0.102, 0.164, 0.139, -0.455, 0.171, -0.054, 0.171, 0.037, 1.927]}



{"formula": "C3H2F2", "method": "ωB97M-V/def2-TZVPD", "energy_ev": -8575.5977, "homo_energy_ha": -0.4102, "charge": 0, "smiles": "C#CC(F)F", "fmax_ev_per_a": 4.8, "orbital_gap_ev": 12.195, "elements": ["H", "C", "C", "F", "F", "C", "H"], "positions_angstrom": [[2.6257, 0.0865, -0.5626], [1.7274, -0.1413, -0.2675], [-0.9121, 0.0040, 0.2778], [-1.1543, 1.1653, -0.3760], [-1.5192, -0.9963, -0.4221], [0.5937, -0.0984, 0.0472], [-1.3613, -0.0199, 1.3031]], "lowdin_charge": [-0.016, 0.142, -0.372, 0.048, 0.042, -0.006, 0.162]}



{"formula": "C3H2F2O", "method": "ωB97M-V/def2-TZVPD", "energy_ev": -10620.8598, "homo_energy_ha": [-0.3655, -0.3623], "charge": 0, "fmax_ev_per_a": 3.7, "orbital_gap_ev": [9.108, 8.815], "elements": ["C", "C", "O", "H", "F", "F", "C", "H"], "positions_angstrom": [[-0.3247, -0.5052, 0.1421], [0.1360, 0.5183, -0.5274], [0.3776, -0.7130, 3.4343], [1.0558, 1.2067, -0.1445], [2.0451, 0.1231, 2.1289], [-0.3323, 0.7575, -1.7763], [0.8678, -0.3886, 2.3817], [-1.0895, -1.2924, 0.2199]], "lowdin_charge": [0.127, -0.268, 0.103, 0.151, 0.103, -0.011, -0.268, 0.064]}



{"formula": "C3H2F2O3S", "method": "ωB97M-V/def2-TZVPD", "energy_ev": -25548.8768, "homo_energy_ha": -0.3389, "charge": 0, "fmax_ev_per_a": 3.9, "orbital_gap_ev": 9.022, "elements": ["H", "F", "C", "O", "H", "O", "S", "O", "F", "C", "C"], "positions_angstrom": [[1.3490, 0.9175, 1.1405], [1.9495, -1.5416, 0.0258], [1.0640, -0.5743, -0.3387], [-2.5626, -0.9867, 0.1560], [1.4031, -0.2737, -1.3247], [-0.4959, -0.0802, 1.3504], [-1.3375, -0.3618, -0.1047], [-0.1018, -1.3472, -0.7587], [-1.1809, 2.3973, 0.0230], [-0.6740, 1.4487, -0.8311], [0.5872, 0.4021, 0.6622]], "lowdin_charge": [0.124, 0.055, -0.408, -0.249, 0.155, -0.183, 0.978, -0.168, -0.103, 0.025, -0.225]}



{"formula": "C3H2F2OS", "method": "ωB97M-V/def2-TZVPD", "energy_ev": -21456.5511, "homo_energy_ha": -0.3599, "charge": 0, "fmax_ev_per_a": 2.2, "orbital_gap_ev": 9.494, "elements": ["H", "C", "F", "O", "C", "F", "C", "S", "H"], "positions_angstrom": [[1.4450, -2.0491, 2.7718], [0.7353, -1.6279, 2.1285], [0.7401, 2.5581, -0.9664], [-1.3439, -0.3171, -2.1691], [-0.0814, 1.5872, -1.0574], [-0.8981, 1.5252, 0.0081], [-0.0280, -1.2408, 1.2837], [-0.1617, 0.5508, -2.3408], [-0.4072, -0.9864, 0.3415]], "lowdin_charge": [0.005, 0.016, 0.141, -0.573, -0.655, 0.090, 0.004, 0.988, -0.016]}



{"formula": "C3H2F2S2", "method": "ωB97M-V/def2-TZVPD", "energy_ev": -30245.4494, "homo_energy_ha": -0.3351, "charge": 0, "smiles": "F/C=C(\\F)C(=S)S", "fmax_ev_per_a": 6.0, "orbital_gap_ev": 7.884, "elements": ["C", "C", "S", "H", "C", "H", "F", "F", "S"], "positions_angstrom": [[0.7472, 0.8530, 0.2182], [-0.1260, -0.2107, 0.6658], [1.3096, 0.8354, -1.4374], [-1.2608, -0.1553, -1.2009], [-1.1952, -0.4596, -0.2220], [1.8074, -0.7815, -1.3146], [0.0109, -0.7491, 1.9276], [-2.2261, -1.3586, 0.0763], [0.9329, 2.0265, 1.2869]], "lowdin_charge": [-1.262, -0.392, 0.711, 0.069, -0.016, 0.091, 0.044, -0.010, 0.765]}



{"formula": "C3H2F3O5S", "method": "ωB97M-V/def2-TZVPD", "energy_ev": -32368.7284, "homo_energy_ha": -0.1644, "charge": -1, "fmax_ev_per_a": 1.9, "orbital_gap_ev": 8.170, "elements": ["F", "C", "S", "H", "O", "O", "O", "F", "F", "C", "O", "O", "H", "C"], "positions_angstrom": [[-1.9461, -1.1206, 1.1113], [-1.0341, -0.4438, -1.0215], [1.1677, -0.2294, -0.2665], [-1.4475, -0.0771, -1.9903], [1.7294, 1.0027, 0.7871], [1.9530, 0.0779, -1.4241], [-0.1888, -1.4652, -1.1275], [-2.9101, -1.9275, -0.6343], [-3.2160, 0.1244, -0.0988], [-2.2696, -0.8412, -0.1625], [-0.3729, 0.5744, -0.3499], [2.8598, -2.5467, 0.0553], [1.2422, 0.9319, 1.6094], [2.4951, -1.8811, 0.9124]], "lowdin_charge": [0.126, -0.570, 0.823, 0.152, -0.321, -0.373, -0.227, 0.119, 0.105, -0.560, -0.213, -0.002, 0.028, -0.086]}



{"formula": "C3H2F4", "method": "ωB97M-V/def2-TZVPD", "energy_ev": -14012.2365, "homo_energy_ha": -0.3958, "charge": 0, "smiles": "C=C(F)C(F)(F)F", "fmax_ev_per_a": 3.3, "orbital_gap_ev": 11.589, "elements": ["H", "C", "F", "C", "F", "C", "F", "H", "F"], "positions_angstrom": [[1.3222, 1.8849, 0.7566], [0.5675, 1.1294, 0.5775], [-0.6582, -1.8346, -1.2614], [0.6566, 0.0527, -0.1777], [-1.6847, -0.0596, -0.6223], [-0.6687, -0.8454, -0.3348], [-0.8744, -1.2743, 0.8920], [-0.1333, 1.0959, 1.3836], [1.4729, -0.1490, -1.2137]], "lowdin_charge": [0.081, 0.108, 0.149, -0.224, 0.163, -0.589, 0.154, 0.074, 0.083]}



{"formula": "C3H2F4O", "method": "ωB97M-V/def2-TZVPD", "energy_ev": -16058.8770, "homo_energy_ha": -0.4201, "charge": 0, "smiles": "FC(F)[C@H]1OC1(F)F", "fmax_ev_per_a": 4.9, "orbital_gap_ev": 12.360, "elements": ["C", "F", "O", "F", "C", "H", "F", "F", "C", "H"], "positions_angstrom": [[-1.1921, -0.3120, 0.3317], [-2.2310, 0.5553, 0.1816], [0.7707, 1.2978, 0.3812], [-1.5152, -1.3459, -0.5077], [1.4092, 0.1709, 0.0880], [-0.2331, 0.7612, -1.4389], [2.5027, 0.2504, -0.7294], [1.5989, -0.8602, 0.8472], [-0.0366, 0.3885, -0.3756], [-1.0735, -0.9060, 1.2217]], "lowdin_charge": [-0.304, 0.070, 0.148, 0.037, -0.574, 0.190, 0.128, 0.193, -0.052, 0.165]}



{"formula": "C3H2F4O3S", "method": "ωB97M-V/def2-TZVPD", "s2": 2.010, "energy_ev": -30983.9831, "homo_energy_ha": [-0.2395, -0.4306], "charge": 0, "fmax_ev_per_a": 5.9, "spin_multiplicity": 3, "orbital_gap_ev": [7.077, 8.696], "elements": ["O", "H", "C", "O", "F", "H", "F", "F", "C", "S", "O", "C", "F"], "positions_angstrom": [[1.1843, -2.5312, 1.1217], [-1.5791, 0.9863, 1.0048], [2.6777, 0.2318, -0.1711], [-0.5389, 1.0874, -0.7045], [2.2003, 1.3991, -0.6012], [1.8843, -0.7980, -1.9104], [2.2903, 0.1763, 1.1077], [4.0385, 0.4046, -0.2633], [-0.8285, 0.5992, 0.3221], [0.8753, -1.5765, 0.1601], [-0.2562, -0.5813, 0.8565], [2.2790, -0.9703, -0.8186], [-0.0733, -2.4199, -0.8473]], "lowdin_charge": [-0.222, 0.144, -0.729, 0.118, 0.155, 0.160, 0.110, 0.113, -0.304, 0.857, -0.212, 0.005, -0.195]}



{"formula": "C3H2F5NO3", "method": "ωB97M-V/def2-TZVPD", "energy_ev": -24358.1123, "homo_energy_ha": -0.3453, "charge": 0, "smiles": "[O-][N+](O)=C(F)F.O=CC(F)(F)F", "fmax_ev_per_a": 3.6, "orbital_gap_ev": 9.565, "elements": ["C", "O", "F", "H", "O", "F", "C", "F", "O", "F", "C", "H", "N", "F"], "positions_angstrom": [[2.0577, 0.3508, 0.1756], [0.9451, -1.4426, -0.9843], [-3.6923, -0.4864, 0.5166], [1.6642, 0.1967, -2.0650], [-1.1906, -0.9042, 1.2942], [3.3696, 0.1891, 0.2681], [1.5221, -0.3840, -1.0221], [1.8560, 1.6959, 0.1001], [-0.4786, 0.5972, -0.1492], [1.5285, -0.1151, 1.3113], [-2.7180, 0.2320, -0.0715], [-0.1791, -1.0280, 1.2529], [-1.4731, 0.0004, 0.3319], [-3.2116, 1.0984, -0.9586]], "lowdin_charge": [-0.618, 0.088, 0.142, 0.187, 0.105, 0.168, -0.159, 0.132, -0.059, 0.135, -0.242, 0.151, -0.212, 0.181]}



{"formula": "C3H2FHoO2", "method": "ωB97M-V/def2-TZVPD", "s2": 6.021, "energy_ev": -35730.8411, "homo_energy_ha": [-0.7251, -0.6804], "charge": 2, "fmax_ev_per_a": 8.8, "spin_multiplicity": 5, "orbital_gap_ev": [9.000, 6.505], "elements": ["O", "H", "F", "C", "C", "O", "Ho", "C", "H"], "positions_angstrom": [[-1.2654, 0.6376, -0.7595], [1.3895, -0.1452, -2.4688], [1.4088, -1.9039, -1.0081], [0.5161, -0.2603, -1.8308], [-0.5718, 0.6556, -1.9041], [0.6498, -0.4133, 0.5846], [-0.6033, 1.2125, 1.4587], [0.4860, -0.8876, -0.5558], [-1.2078, 0.5365, -2.7953]], "lowdin_charge": [-0.172, 0.182, 0.108, 0.147, 0.002, -0.013, 1.789, -0.227, 0.183]}



{"formula": "C3H2FLiO2Sr", "method": "ωB97M-V/def2-TZVPD", "energy_ev": -10980.6187, "homo_energy_ha": -0.6498, "charge": 2, "fmax_ev_per_a": 4.5, "orbital_gap_ev": 8.527, "elements": ["C", "O", "C", "H", "O", "C", "Li", "F", "H", "Sr"], "positions_angstrom": [[-0.3910, 0.8729, 0.2044], [0.3685, -1.2715, 0.4379], [-0.8385, 0.9934, -1.0572], [-0.1209, 1.3714, -1.7870], [1.9217, -0.0088, -0.4390], [0.9095, -0.1006, 0.2581], [2.3221, -2.0032, 0.0925], [-1.2782, 0.4403, 1.1762], [-1.8387, 1.3864, -1.2451], [-1.0546, -1.6804, 2.3592]], "lowdin_charge": [-0.166, -0.339, 0.166, 0.117, 0.044, -0.570, 0.873, -0.145, 0.112, 1.907]}



{"formula": "C3H2FN", "method": "ωB97M-V/def2-TZVPD", "energy_ev": -7349.2283, "homo_energy_ha": -0.3766, "charge": 0, "smiles": "N#C/C=C/F", "fmax_ev_per_a": 4.2, "orbital_gap_ev": 10.151, "elements": ["C", "H", "F", "N", "H", "C", "C"], "positions_angstrom": [[0.3245, 0.1974, -0.9794], [-1.5086, 0.1708, 0.1221], [-0.2191, 0.3641, -2.1935], [0.5373, -0.5856, 2.4491], [1.3717, 0.3525, -0.9832], [-0.0186, -0.4332, 1.4428], [-0.4871, -0.0661, 0.1421]], "lowdin_charge": [-0.072, 0.084, 0.034, 0.144, 0.111, -0.241, -0.059]}